(1)
{
  "formula": "C21H43BO2P2Pt",
  "method": "wB97M-V/def2-TZVPD",
  "elements": ["P", "P", "C", "C", "H", "H", "H", "H", "C", "H", "H", "H", "C", "H", "H", "H", "C", "H", "H", "H", "C", "H", "H", "H", "Pt", "C", "C", "C", "C", "C", "C", "C", "C", "C", "H", "H", "H", "H", "H", "H", "H", "H", "H", "H", "H", "H", "H", "H", "H", "C", "C", "C", "O", "B", "O", "C", "C", "C", "H", "H", "H", "H", "H", "H", "H", "H", "H", "H", "H", "H"],
  "xyz": [[0.349, -2.131, -1.825], [1.061, 1.438, -1.958], [0.646, -1.075, -3.354], [1.453, 0.213, -3.260], [-0.363, -0.889, -3.750], [1.132, -1.777, -4.045], [2.513, 0.009, -3.150], [1.290, 0.746, -4.202], [0.549, 2.787, -3.213], [0.316, 3.765, -2.771], [-0.336, 2.533, -3.812], [1.367, 2.955, -3.929], [2.501, 2.255, -1.260], [2.972, 2.973, -1.933], [3.203, 1.472, -0.934], [2.121, 2.791, -0.381], [-0.209, -3.682, -2.723], [0.111, -4.574, -2.160], [0.243, -3.728, -3.728], [-1.299, -3.695, -2.811], [1.992, -2.884, -1.498], [2.493, -1.959, -1.115], [2.659, -3.316, -2.262], [1.720, -3.649, -0.745], [2.551, -0.354, 0.277], [-2.300, 2.027, -1.491], [-2.988, 1.863, -2.629], [-4.197, 1.004, -2.713], [-3.932, -0.414, -2.134], [-2.635, -1.033, -2.568], [-1.936, -1.379, -1.434], [-1.345, -0.208, -0.617], [-2.190, 1.058, -0.307], [2.459, -2.153, 1.172], [-1.488, 2.792, -1.436], [-2.667, 2.426, -3.539], [-4.612, 0.940, -3.712], [-4.953, 1.390, -2.021], [-3.937, -0.261, -1.033], [-4.763, -1.118, -2.297], [-2.494, -1.391, -3.607], [-2.263, -2.218, -0.758], [-0.534, 0.217, -1.214], [-0.868, -0.609, 0.299], [-3.113, 0.688, 0.135], [-1.683, 1.580, 0.509], [2.819, -2.180, 2.231], [3.134, -2.838, 0.605], [1.417, -2.516, 0.980], [1.484, 2.327, 3.935], [1.501, 0.816, 4.206], [1.763, 0.623, 5.699], [2.473, 0.146, 3.409], [1.894, -0.038, 2.146], [0.505, 0.084, 2.278], [0.208, 0.160, 3.672], [-0.020, -1.280, 4.162], [-1.084, 0.932, 3.906], [2.505, 2.726, 3.941], [0.946, 2.864, 4.729], [0.982, 2.557, 2.981], [2.765, 0.981, 5.980], [1.053, 1.242, 6.277], [1.642, -0.430, 5.999], [-0.226, -1.325, 5.244], [-0.923, -1.682, 3.675], [0.818, -1.965, 3.954], [-1.066, 1.898, 3.386], [-1.954, 0.350, 3.557], [-1.233, 1.125, 4.984]],
  "forces_ev_per_a": [[2.1, -2.1, -3.0], [-0.3, 1.9, -2.2], [-0.9, 0.4, 0.6], [0.2, -0.6, 0.0], [0.3, 0.1, 0.0], [0.0, 0.1, 0.3], [0.3, -0.2, -0.1], [0.3, -0.1, 0.2], [-0.8, 0.3, 0.5], [0.2, -0.3, 0.3], [0.2, -0.3, 0.4], [0.2, -0.3, 0.4], [-0.1, -0.4, 0.6], [0.2, -0.2, -0.1], [0.5, 0.3, 0.1], [0.3, 0.0, 0.0], [-1.5, -0.1, 0.8], [-0.2, 0.5, -0.1], [0.0, 0.4, 0.4], [0.1, -0.2, -0.2], [0.2, 1.2, 0.2], [0.3, -1.5, 0.0], [-0.8, 0.1, -0.3], [0.9, 0.6, -0.1], [0.5, 0.6, 0.2], [1.4, -0.5, -0.1], [0.6, 0.9, 0.0], [-0.4, -1.2, 0.3], [-0.8, 0.2, 0.3], [-1.8, 0.1, -2.3], [1.1, 0.1, 3.0], [0.6, -0.8, -0.1], [-0.6, 0.3, 0.5], [0.1, -1.4, 0.3], [-0.8, -0.6, -0.3], [-0.6, -0.1, 1.0], [0.0, 0.1, -0.1], [-0.1, 0.3, -0.5], [0.0, -0.6, -0.9], [0.1, 0.3, -0.3], [-0.1, 0.3, 0.8], [0.1, 0.4, -0.8], [0.1, -0.2, 0.0], [-0.3, 0.4, -0.2], [-0.2, 0.5, 0.0], [0.1, -0.1, -0.1], [-0.7, 0.1, -0.7], [-0.2, 0.8, 0.6], [0.8, 0.3, 0.9], [0.1, 0.2, -0.3], [-1.1, 0.7, 1.4], [0.0, -0.3, 0.2], [1.2, -0.2, -2.4], [-1.8, 1.0, 2.5], [0.9, -0.3, -1.8], [-0.7, -0.6, 1.3], [-0.1, -0.3, 0.3], [-0.1, 0.3, 0.0], [-0.1, -0.1, -0.1], [0.0, -0.3, -0.3], [0.4, 0.0, 0.2], [-0.3, -0.2, -0.3], [0.2, -0.4, -0.3], [0.2, 0.4, 0.0], [0.1, 0.1, -0.4], [0.3, 0.1, 0.0], [-0.2, 0.4, 0.1], [-0.1, -0.2, 0.1], [0.4, 0.2, 0.1], [0.1, -0.1, -0.5]],
  "spin_multiplicity": 5,
  "homo_lumo_gap_ev": [6.94, 4.29],
  "relative_energy_kj_mol": 495.0,
  "charge": 2
}


(2)
{
  "formula": "C21H43CeGeN4S5",
  "method": "wB97M-V/def2-TZVPD",
  "elements": ["Ce", "C", "C", "N", "C", "C", "N", "C", "C", "C", "N", "C", "C", "N", "C", "H", "H", "H", "H", "H", "H", "H", "H", "H", "H", "H", "H", "H", "H", "H", "H", "H", "H", "H", "H", "H", "H", "H", "H", "S", "C", "S", "C", "C", "S", "S", "S", "C", "C", "C", "C", "Ge", "C", "C", "C", "C", "H", "H", "H", "H", "H", "H", "H", "H", "H", "H", "H", "H", "H", "H", "H", "H", "H", "H", "H"],
  "xyz": [[10.012, -14.911, -9.287], [13.353, -16.310, -11.107], [12.175, -17.217, -10.718], [11.556, -17.048, -9.364], [12.504, -17.074, -8.209], [12.914, -15.737, -7.646], [11.733, -14.953, -7.295], [12.013, -13.607, -6.667], [12.477, -12.536, -7.681], [11.368, -11.668, -8.311], [10.398, -12.392, -9.194], [10.612, -12.118, -10.645], [11.893, -12.792, -11.200], [11.807, -14.232, -11.204], [13.180, -14.787, -11.072], [13.655, -16.547, -12.121], [14.164, -16.479, -10.428], [12.440, -18.280, -10.875], [11.307, -16.972, -11.393], [10.874, -17.799, -9.301], [13.424, -17.626, -8.459], [12.072, -17.583, -7.375], [13.558, -15.123, -8.341], [13.525, -16.060, -6.828], [11.198, -15.565, -6.617], [12.815, -13.789, -5.863], [11.083, -13.282, -6.212], [13.204, -12.932, -8.424], [13.071, -11.847, -7.067], [11.823, -10.806, -8.823], [10.820, -11.287, -7.498], [9.473, -12.081, -8.960], [10.609, -11.074, -10.780], [9.697, -12.494, -11.174], [12.678, -12.508, -10.569], [12.180, -12.394, -12.183], [11.406, -14.508, -12.096], [13.656, -14.419, -10.161], [13.761, -14.287, -11.870], [6.674, -11.842, -11.708], [6.821, -13.127, -10.766], [7.002, -14.821, -11.299], [7.429, -15.465, -9.739], [7.347, -14.646, -8.699], [8.018, -14.792, -7.057], [6.757, -13.015, -9.054], [8.244, -17.050, -9.886], [9.087, -21.631, -6.783], [9.414, -20.226, -6.277], [8.205, -19.232, -6.270], [8.684, -17.821, -5.896], [7.098, -16.679, -6.046], [5.526, -17.243, -6.948], [4.395, -16.180, -6.652], [3.671, -16.218, -5.264], [2.840, -17.514, -5.100], [9.967, -22.257, -6.685], [8.857, -21.606, -7.898], [8.260, -22.084, -6.218], [10.144, -19.845, -6.936], [9.792, -20.368, -5.235], [7.379, -19.546, -5.556], [7.789, -19.262, -7.248], [9.385, -17.479, -6.613], [9.222, -17.847, -4.944], [6.651, -15.941, -4.761], [5.167, -18.208, -6.624], [5.668, -17.408, -8.003], [3.649, -16.139, -7.452], [4.820, -15.193, -6.778], [2.986, -15.400, -5.157], [4.379, -16.143, -4.452], [2.441, -17.769, -6.097], [2.029, -17.375, -4.378], [3.444, -18.379, -4.772]],
  "forces_ev_per_a": [[0.4, -1.0, 0.0], [-0.8, 0.4, 0.1], [-1.2, 0.4, -0.8], [0.8, 0.7, 0.3], [0.4, -0.3, -1.2], [0.6, 0.7, -1.7], [-1.1, -0.4, 0.8], [1.2, -1.1, 0.1], [0.4, 0.0, 0.2], [0.9, -1.0, -0.6], [1.3, 0.0, -0.1], [-0.6, -1.8, -0.4], [-1.5, 1.4, -0.5], [-0.3, -1.1, 0.8], [0.1, 0.5, -0.6], [0.1, -0.6, 0.0], [0.8, -0.5, 0.1], [0.0, 0.6, 0.0], [0.8, -0.5, 0.2], [0.1, 0.0, 0.3], [-0.3, 0.0, 0.0], [-0.7, -0.7, 0.4], [-0.6, -0.7, 0.7], [0.5, 0.5, 1.0], [0.6, 1.2, -0.6], [-1.2, 0.6, -1.0], [0.0, 0.0, 0.3], [-0.5, 0.1, 0.4], [0.0, 0.0, -0.3], [-0.2, -0.3, -0.1], [-0.9, 0.7, 1.0], [-0.6, 0.5, 0.1], [0.2, 1.4, -0.5], [0.6, 0.2, 0.2], [1.3, 0.4, 1.0], [-0.4, 0.0, 0.1], [0.1, -0.2, -0.1], [-0.6, 0.3, 0.1], [0.1, -0.6, 0.2], [0.0, 0.4, -0.5], [-0.2, -0.7, -0.5], [0.1, 0.8, -0.1], [0.5, -2.5, -1.5], [-0.2, 1.4, 1.6], [-0.1, 0.2, -0.7], [0.2, 0.0, 0.9], [-0.2, 1.0, 0.6], [-0.5, 0.2, -1.2], [-1.9, -0.9, 1.6], [0.7, -1.0, 1.6], [-1.0, -0.7, 0.4], [0.6, 0.1, 1.2], [-1.7, 0.6, 0.0], [-0.1, 0.4, 0.1], [0.3, -1.6, -0.8], [0.5, -0.1, -0.4], [0.1, -0.2, 0.1], [0.0, -0.1, 1.4], [0.2, 0.1, -0.3], [1.3, 0.8, -0.5], [0.0, 0.6, -0.8], [1.0, 0.1, -0.7], [-0.6, 0.2, -1.0], [0.8, 0.4, -1.0], [-0.5, 0.2, 0.1], [0.3, -0.2, -0.1], [0.2, -0.5, 0.6], [0.2, 0.3, -0.5], [-0.1, -0.7, 0.1], [0.5, 0.6, 0.2], [-0.1, 0.7, -0.3], [0.3, 0.1, 0.3], [-0.2, 0.0, 0.5], [0.1, -0.1, -0.2], [-0.2, 0.4, -0.1]],
  "spin_multiplicity": 2,
  "homo_lumo_gap_ev": [8.04, 8.07],
  "relative_energy_kj_mol": 0.0,
  "charge": 2
}


(3)
{
  "formula": "C21H43Cl4N4O9",
  "method": "wB97M-V/def2-TZVPD",
  "elements": ["C", "C", "O", "O", "H", "H", "H", "C", "C", "O", "C", "O", "O", "H", "H", "H", "H", "C", "C", "O", "N", "C", "H", "H", "H", "H", "H", "H", "H", "C", "C", "O", "N", "C", "H", "H", "H", "H", "H", "H", "H", "C", "C", "O", "N", "C", "H", "H", "H", "H", "H", "H", "H", "C", "C", "O", "N", "C", "H", "H", "H", "H", "H", "H", "H", "Cl", "C", "C", "Cl", "H", "H", "H", "H", "Cl", "C", "C", "Cl", "H", "H", "H", "H"],
  "xyz": [[0.014, -0.855, -0.665], [-0.846, 0.290, -0.122], [-1.682, 0.084, 0.786], [-0.533, 1.407, -0.599], [1.052, -0.593, -0.440], [0.017, -0.948, -1.756], [-0.204, -1.824, -0.208], [-1.823, -3.571, -2.255], [-0.726, -4.542, -2.720], [-1.250, -5.838, -2.471], [-2.518, -5.743, -1.989], [-3.206, -6.681, -1.743], [-2.859, -4.464, -1.802], [-2.210, -2.981, -3.081], [-1.536, -2.955, -1.411], [0.246, -4.375, -2.261], [-0.571, -4.451, -3.799], [3.211, 4.515, 2.456], [2.462, 3.603, 1.494], [1.544, 2.895, 1.834], [2.827, 3.731, 0.175], [2.171, 2.958, -0.861], [4.285, 4.378, 2.340], [2.882, 4.251, 3.458], [2.899, 5.542, 2.269], [3.710, 4.150, -0.057], [2.868, 2.232, -1.304], [1.848, 3.606, -1.679], [1.296, 2.443, -0.449], [1.248, -0.554, 3.000], [0.861, 0.520, 3.997], [-0.165, 1.148, 3.945], [1.778, 0.683, 5.012], [1.558, 1.514, 6.158], [1.889, -1.327, 3.424], [1.706, -0.026, 2.158], [0.353, -1.024, 2.599], [2.585, 0.088, 4.994], [2.141, 2.442, 6.112], [1.786, 0.993, 7.089], [0.513, 1.821, 6.176], [-6.435, 2.182, 0.869], [-5.214, 1.980, -0.007], [-4.293, 2.767, -0.026], [-5.258, 0.863, -0.785], [-4.157, 0.457, -1.648], [-6.104, 2.438, 1.871], [-7.061, 1.290, 0.887], [-7.021, 3.012, 0.472], [-6.021, 0.214, -0.756], [-3.450, -0.181, -1.118], [-3.672, 1.319, -2.098], [-4.526, -0.135, -2.494], [4.045, -0.773, -0.054], [4.076, -1.623, -1.278], [3.273, -2.528, -1.442], [5.008, -1.343, -2.232], [5.928, -0.242, -2.307], [3.660, -1.256, 0.839], [3.328, 0.042, -0.218], [5.005, -0.306, 0.167], [4.918, -1.964, -3.022], [6.229, 0.061, -1.303], [5.503, 0.637, -2.797], [6.850, -0.548, -2.798], [-3.704, -4.556, 1.532], [-2.756, -3.043, 1.447], [-2.577, -2.349, 2.760], [-4.193, -1.842, 3.395], [-3.294, -2.331, 0.820], [-1.833, -3.298, 0.935], [-2.013, -1.426, 2.628], [-2.180, -2.960, 3.566], [-1.415, -0.088, -4.528], [0.033, 0.960, -4.494], [-0.236, 2.244, -3.780], [-1.046, 3.424, -4.873], [0.328, 1.134, -5.527], [0.828, 0.390, -4.018], [0.701, 2.707, -3.482], [-0.873, 2.127, -2.906]],
  "forces_ev_per_a": [[0.4, -0.4, 0.1], [0.0, 0.8, 0.5], [0.1, -0.9, -0.4], [0.0, 0.1, -0.6], [0.0, -0.1, 0.2], [-0.4, 0.1, 0.0], [0.0, 0.0, 0.0], [0.0, -0.7, 0.2], [0.2, 0.6, -0.9], [-0.1, -0.1, 0.2], [0.3, -0.1, 0.2], [0.0, 0.0, -0.1], [-0.2, 0.3, -0.2], [0.0, 0.2, 0.1], [0.0, 0.2, -0.1], [-0.1, -0.3, 0.4], [0.0, 0.0, 0.1], [-0.4, -0.5, -0.1], [-0.1, 0.4, -0.5], [0.1, -0.2, 0.4], [0.1, -0.2, 0.1], [0.1, -0.1, -0.3], [0.1, 0.3, 0.1], [0.2, 0.0, 0.1], [0.3, 0.1, -0.1], [0.0, 0.2, 0.2], [-0.1, -0.1, 0.1], [-0.1, 0.1, 0.1], [0.0, 0.0, -0.1], [-0.3, 0.4, -0.4], [-0.1, -0.4, 0.4], [-0.2, 0.1, 0.1], [0.2, -0.4, -0.2], [-0.2, 0.7, 0.0], [0.2, 0.1, -0.1], [0.2, -0.2, 0.0], [-0.1, 0.1, 0.0], [0.0, 0.0, 0.0], [0.1, -0.1, 0.1], [0.1, -0.1, 0.0], [0.0, -0.2, -0.1], [0.0, -0.1, -0.2], [-0.1, -0.1, 0.0], [-0.1, 0.1, -0.1], [0.4, -0.3, -0.7], [-0.1, -0.3, -0.3], [0.0, 0.0, 0.0], [-0.1, 0.0, 0.2], [0.0, 0.0, 0.0], [-0.2, 0.2, 0.4], [0.3, 0.4, 0.1], [0.2, 0.1, 0.4], [-0.3, 0.1, 0.2], [0.0, 1.1, 0.4], [-0.5, -0.4, 0.2], [0.2, -0.1, -0.1], [-0.1, -0.4, -0.2], [0.2, 0.3, 0.5], [0.1, -0.5, -0.2], [0.1, 0.0, -0.2], [-0.1, -0.1, 0.1], [0.1, 0.1, -0.1], [-0.1, 0.0, -0.1], [0.1, 0.0, -0.1], [-0.1, 0.0, -0.2], [0.0, -0.1, 0.1], [-0.3, 0.4, -0.5], [-0.3, 0.1, 0.7], [0.1, 0.1, 0.0], [0.0, -0.2, -0.2], [0.2, 0.1, 0.3], [0.0, 0.0, -0.2], [0.2, -0.1, -0.2], [-0.1, -0.1, -0.1], [0.2, -0.4, -0.2], [-0.1, 0.5, 0.2], [0.0, 0.0, 0.0], [-0.1, 0.0, 0.0], [-0.1, 0.0, 0.3], [0.0, 0.0, 0.0], [0.2, -0.1, 0.2]],
  "homo_lumo_gap_ev": 6.92,
  "relative_energy_kj_mol": 23.9,
  "charge": -1
}